(1)
DFT (ωB97M-V/def2-TZVPD) results for one molecule with the formula C4H5FOS2 at a distorted geometry.

Cartesian coordinates (Å):
S (0.4696, 2.1989, -0.5201)
H (-0.6149, -1.8649, 1.1022)
F (-1.9566, -0.0575, -1.3909)
O (0.3709, -1.2488, -0.5956)
H (-0.6613, 1.5765, -0.9969)
H (0.3829, 0.6613, 1.3656)
H (1.9570, 1.2239, 0.9621)
C (-1.8658, -0.5977, -0.1405)
S (2.9339, -0.6140, -0.8028)
C (1.0389, 0.8771, 0.5490)
C (1.4123, -0.3516, -0.2398)
C (-0.7219, -1.2343, 0.2372)
H (-2.7451, -0.5688, 0.4706)

The maximum force is 2.63 eV/Å. The value obtained for the highest occupied orbital energy is -8.99 eV. As for the structure (SMILES): F/C=C\OC(=S)CS. The calculation puts the gap between HOMO and LUMO at 8.78 eV.


(2)
DFT (ωB97M-V/def2-TZVPD) results for one molecule with the formula C15H22BrN7O at a distorted geometry.

Cartesian coordinates (Å):
C (3.9022, 2.9253, 1.5847)
C (0.3352, 0.5022, 1.0916)
H (-2.6780, -0.3660, 4.2035)
H (-2.8647, -3.0875, 4.0243)
N (-2.8364, -2.3573, 3.3654)
C (3.4473, 2.1693, 3.6916)
N (-2.2052, -2.8785, 2.2862)
C (-0.9988, -0.3118, -2.9407)
N (4.3506, 2.9673, -0.5606)
C (3.1547, 1.8880, 1.0188)
C (-0.4851, -1.8057, 0.4978)
O (-1.4001, 0.0896, -0.6895)
H (-2.7526, 2.0405, -3.0031)
C (-1.9973, -1.2318, 3.8869)
C (-2.6319, 1.4446, -2.0940)
Br (2.9504, 0.8768, -1.5496)
H (1.5134, -0.5339, 2.3430)
H (0.3351, 1.5524, 0.7047)
H (-2.6419, -1.2632, 1.1016)
H (0.3311, -2.3999, 0.8106)
H (-0.0320, -1.3801, 2.8433)
C (-1.2793, 0.8002, -1.9119)
H (-0.5474, 1.6021, -1.8274)
H (-0.2825, 1.0996, 3.1827)
C (2.5076, 1.1456, 1.8374)
C (-0.1725, -0.3868, -0.0682)
H (-3.0709, 2.0618, -1.3315)
H (-3.4524, 0.6587, -2.2686)
H (4.6303, 3.8153, 3.1901)
H (0.6435, -0.4811, -0.7772)
H (-0.0130, -0.7035, -2.6440)
H (-1.5995, -1.5427, 4.8275)
C (3.4429, 2.0643, -0.2843)
C (-1.0158, -0.9736, 2.7144)
N (3.9048, 3.1597, 2.9033)
H (-1.0234, 0.0905, -3.9810)
H (-1.7179, -1.1469, -2.8079)
H (3.7751, 2.2924, 4.7697)
N (4.5783, 3.5432, 0.6755)
H (-1.5801, 0.8819, 1.9655)
C (-0.5992, 0.4940, 2.2507)
H (-2.8837, -3.2867, 1.6536)
H (-0.8779, -2.3948, -0.3826)
N (2.7318, 1.1263, 3.2163)
N (1.6691, 0.0365, 1.5002)
C (-1.6631, -1.7001, 1.5531)

The maximum force is 8.59 eV/Å. The value obtained for the highest occupied orbital energy is -7.52 eV. As for the structure (SMILES): CC(C)O[C@@H]1C[C@H]2NNC[C@@H]2C[C@H]1Nc1nc[nH]c2nnc(Br)c1-2. The calculation puts the gap between HOMO and LUMO at 7.05 eV.


(3)
DFT (ωB97M-V/def2-TZVPD) results for a 2-piece molecular cluster, C2H8NO2P overall at a distorted geometry.

Cartesian coordinates (Å):
N (-0.3347, 2.7264, -0.2117)
C (0.2324, -0.5056, -1.7095)
H (0.0027, 3.0277, 0.7335)
H (0.3161, -1.6177, -1.9015)
H (-0.5109, -0.0665, -2.2527)
O (0.4203, 0.9328, 0.7185)
P (-0.2918, -0.2683, 0.0333)
H (1.3198, -1.0340, 1.5745)
O (-1.7373, -0.0985, 0.1882)
H (0.4525, -2.4471, 1.1459)
C (0.3880, -1.4198, 1.3480)
H (1.2064, 0.0063, -1.7524)
H (-0.3021, -1.3730, 2.2984)
H (-1.1614, 2.1373, -0.2125)

The maximum force is 4.41 eV/Å. The value obtained for the highest occupied orbital energy (spin up / spin down) is -9.92 / -9.92 eV. The calculation puts the gap between HOMO and LUMO (spin up / spin down) at 7.30 / 7.29 eV.


(4)
DFT (ωB97M-V/def2-TZVPD) results for C2H5FN2 as an isolated structure at a distorted geometry.

Cartesian coordinates (Å):
C (-0.5276, -0.3102, -0.7826)
H (-1.2786, -1.3633, -0.2031)
F (0.2946, -0.8023, -2.1334)
H (0.1365, 1.1494, 1.8727)
H (1.6086, -1.5778, 0.0122)
N (0.0155, 1.2123, 0.8599)
C (0.4438, 0.0910, 0.2246)
H (-1.2219, 0.7642, -1.0688)
H (-1.0033, 1.3782, 0.7604)
N (1.5324, -0.5415, 0.4581)

The maximum force is 4.94 eV/Å. The value obtained for the highest occupied orbital energy is -9.71 eV. The calculation puts the gap between HOMO and LUMO at 10.05 eV.


(5)
DFT (ωB97M-V/def2-TZVPD) results for C4H7N2 as an isolated structure at a distorted geometry.

Cartesian coordinates (Å):
C (0.1259, 0.1239, -0.5581)
C (1.2883, -0.3811, 0.3856)
H (-1.5978, -0.4604, -1.5633)
H (-1.7423, -0.2975, 0.1271)
H (0.7197, 0.3916, -1.4643)
N (-0.1981, 1.4453, 0.0991)
N (0.4083, 1.7354, 1.2456)
H (-0.7990, -1.7263, -0.5900)
C (-1.1442, -0.6467, -0.6627)
C (1.0116, 0.6576, 1.3254)
H (1.3382, -1.3952, 0.9502)
H (-1.7033, 0.8919, 0.7002)
H (2.2927, -0.3384, 0.0051)

The maximum force is 6.92 eV/Å. The value obtained for the highest occupied orbital energy (spin up / spin down) is -14.83 / -14.83 eV. As for the net charge: +1. The calculation puts the gap between HOMO and LUMO (spin up / spin down) at 7.59 / 7.57 eV.


(6)
DFT (ωB97M-V/def2-TZVPD) results for a 6-piece molecular cluster, C24H51N2O5 overall.

Cartesian coordinates (Å):
H (3.2238, 9.7857, 3.6856)
H (-2.3713, 0.4714, -5.0473)
H (5.1590, 8.7882, 4.8160)
H (-1.6252, -1.1660, 2.5331)
N (0.7780, -2.0978, 0.0497)
H (-4.2454, -0.3741, 2.9128)
H (-5.1523, -7.6846, -4.4356)
C (-2.7277, -0.8734, -3.3879)
H (3.4756, -0.2426, 1.0349)
H (4.6664, 3.7384, 1.8968)
C (3.3435, 1.6969, 3.9033)
H (3.2640, 0.6141, 3.9960)
C (-4.2202, -0.0346, 0.7495)
H (4.4789, -4.3138, 0.1348)
C (-3.2084, -0.0540, -4.5814)
H (3.2651, 7.3678, 6.7368)
H (-4.0542, -5.5316, -4.3432)
H (-1.9045, -0.4146, -2.8432)
H (-3.5337, -1.0562, -2.6741)
H (-3.9605, 0.6828, -4.3009)
H (5.1725, 1.6480, 5.0576)
C (4.8025, 3.5499, 4.0829)
H (-2.0420, 0.5472, 2.3344)
C (-2.2446, -0.4671, 1.9753)
H (4.4023, -1.9102, -0.5523)
H (-3.1335, -3.2482, -5.4288)
C (-5.0436, -5.5339, -4.8105)
H (-6.5816, -6.9993, -5.2187)
C (-3.7333, -1.1446, -5.5156)
H (5.8202, 2.5141, 2.4599)
O (3.2710, 6.6873, 4.7885)
H (-4.2916, -5.4733, -7.8721)
H (-4.4389, 1.0234, 0.9546)
C (3.0415, 9.0056, 4.4233)
C (3.9268, 7.3538, 5.8637)
H (3.3095, -3.9708, 1.4257)
H (-6.0413, -5.6307, -7.6252)
H (3.8816, 2.5755, 5.8340)
H (-5.1160, -0.4862, 0.3115)
C (-5.0616, -5.7325, -7.1438)
C (4.8511, 2.9858, 2.6660)
O (-2.2841, -2.1234, -3.9341)
C (-3.7483, -0.7446, 2.0146)
C (4.3362, 2.3271, 4.8754)
H (1.3146, -0.1104, 0.2758)
O (-4.9784, -4.8243, -6.0503)
H (-1.1152, 0.0367, 0.1726)
H (-1.8497, -2.1371, -5.9525)
C (3.6484, -3.6696, 0.4373)
C (3.0047, -1.2253, 0.9363)
H (4.2828, 9.4892, 6.1820)
H (2.8253, -3.8371, -0.2527)
H (4.9487, -2.1112, 1.0991)
H (-4.7250, -1.4738, -5.1977)
H (-3.8182, -7.3651, -6.4665)
H (4.8266, 6.7940, 6.1228)
H (-0.2100, -3.2261, 1.3212)
H (-3.7938, -0.8415, -6.5611)
C (2.8767, 7.6285, 3.7907)
H (2.1468, -0.9887, -1.0131)
H (2.6560, -1.5238, 1.9251)
C (4.0702, -2.2059, 0.4505)
O (3.8285, 2.0026, 2.5981)
H (2.1477, 9.2727, 4.9906)
H (1.0475, -2.8530, -0.5756)
H (3.5232, 7.5142, 2.9140)
H (2.3431, 2.1257, 4.0242)
H (5.7651, 3.9452, 4.4098)
C (-1.9502, -0.5820, 0.4932)
C (1.7882, -1.0706, 0.0225)
H (-5.3593, -7.9011, -7.1472)
C (-4.8797, -7.1256, -6.5511)
H (-3.9332, -1.8187, 1.9371)
N (0.5489, -2.5479, 1.4179)
H (-1.7228, -1.6071, 0.2082)
C (4.2183, 8.7664, 5.3699)
H (1.8514, 7.4102, 3.4923)
H (4.0649, 4.3504, 4.1530)
O (-3.1572, -0.1314, -0.1852)
C (-5.4921, -6.9477, -5.1614)
C (-2.7131, -2.2526, -5.2836)
H (-5.7353, -5.0132, -4.1485)

The maximum force is 0.47 eV/Å. The value obtained for the highest occupied orbital energy is -0.74 eV. As for the net charge: -1. The calculation puts the gap between HOMO and LUMO at 2.96 eV.


(7)
DFT (ωB97M-V/def2-TZVPD) results for one molecule with the formula FH3N2O2S at a distorted geometry.

Cartesian coordinates (Å):
H (1.6235, 0.3245, -0.1410)
O (0.2763, -0.1731, 1.4623)
O (-0.4661, -2.0357, -0.2582)
N (1.0392, -0.1475, -0.9037)
H (-0.3914, 0.4858, 1.7850)
F (-1.1443, 1.5716, 0.0612)
H (0.8989, 0.4159, -1.7837)
N (-1.5761, 0.2073, -0.1856)
S (-0.2601, -0.6487, -0.0363)

The maximum force is 2.46 eV/Å. The value obtained for the highest occupied orbital energy is -10.00 eV. As for the structure (SMILES): N[S@@](=O)(O)=NF. The calculation puts the gap between HOMO and LUMO at 10.31 eV.


(8)
DFT (ωB97M-V/def2-TZVPD) results for CHN2O5 as an isolated structure at a distorted geometry.

Cartesian coordinates (Å):
O (1.3081, 1.7910, 1.8044)
N (0.5926, -0.0722, 0.8823)
C (0.0790, -1.8415, 0.7650)
O (2.5766, 0.0543, 1.5791)
O (-0.6025, 0.6652, 0.5753)
O (1.0120, -2.4931, 0.4529)
N (1.5422, 0.6664, 1.4220)
H (-0.6186, 1.2549, 1.2781)
O (-1.0222, -1.8101, 1.1641)

The maximum force is 6.87 eV/Å. The value obtained for the highest occupied orbital energy (spin up / spin down) is -1.00 / -5.19 eV. As for the net charge: -1. The expectation value of S² is 2.008. The calculation puts the gap between HOMO and LUMO (spin up / spin down) at 4.99 / 7.38 eV. As for the spin multiplicity: 3.


(9)
DFT (ωB97M-V/def2-TZVPD) results for C35H38AgClIN9OSi as an isolated structure.

Cartesian coordinates (Å):
N (3.3894, -1.6557, 1.3104)
H (-5.8127, 1.0402, -0.1510)
C (-1.2664, -4.5161, 1.3494)
C (-1.5347, 1.2024, -5.0389)
H (-1.4885, 2.5998, -2.0276)
C (-4.8817, 0.5532, 0.1193)
H (1.8801, -1.9677, 2.7686)
H (0.9967, 0.6016, 4.8331)
H (-3.6928, 2.2872, -0.2946)
C (-3.6880, -1.3889, 0.8932)
H (-0.0329, -3.9925, -4.5709)
H (1.7742, 1.0906, 3.3249)
C (-0.1547, 1.8408, -4.7400)
H (-2.1014, 6.5346, 0.3060)
C (-0.6125, 2.0390, -1.6332)
C (-1.5926, 4.4424, 0.2728)
H (-1.6550, 1.0400, -6.1121)
H (-2.7104, -0.5299, -4.4624)
C (-1.1899, 3.4257, 2.3935)
H (-0.9175, 2.5544, 2.9881)
H (-1.6522, 4.3916, -0.8122)
Cl (-3.0286, -6.7241, -1.5033)
H (-1.6181, -5.4893, -3.3982)
H (4.3021, 1.9332, 3.4760)
H (3.9183, 2.9146, 4.8974)
H (-2.3365, 1.8823, -4.7343)
C (-4.8846, -0.7722, 0.5475)
N (7.2700, -1.0272, -3.6145)
C (0.5428, 1.0999, -3.5956)
Si (-0.8368, 1.5923, 0.2071)
N (4.7957, -0.9440, -3.6915)
H (-1.9712, 6.7089, 2.7762)
C (-0.3394, -3.7530, -0.7687)
C (-2.0732, -5.4331, 0.6715)
C (3.8830, -0.8662, -2.7586)
H (-1.5490, -1.1752, 1.0666)
H (0.2437, 2.7299, -1.6789)
C (0.5836, -3.0087, -2.7497)
H (0.4902, 1.8147, -5.6239)
C (4.2054, 1.9135, 4.5620)
H (2.7608, -1.2106, 5.0811)
H (0.3237, 0.3894, 1.9456)
C (-1.4478, 4.6338, 3.0317)
C (-1.7775, 5.7615, 2.2842)
H (-5.8176, -1.3202, 0.6142)
H (0.9340, 0.1418, -3.9461)
H (-2.7431, -6.0820, 1.2220)
C (3.1517, 0.8994, 5.0020)
C (-2.4884, -0.6857, 0.8053)
Ag (1.4912, -1.0182, -0.2252)
H (1.2693, -2.3062, -3.2220)
N (4.5852, -1.0124, 1.3810)
C (3.5401, -0.5528, 4.6973)
C (-1.8486, 5.6621, 0.9001)
C (-1.1505, -4.7050, -1.4456)
H (1.3945, 1.4693, 1.0116)
C (-3.6817, 1.2499, 0.0371)
H (1.5239, 2.2770, 4.6003)
H (3.0821, 0.9350, 6.0939)
C (-1.7143, -0.1182, -4.2870)
C (-2.4629, 0.6440, 0.3704)
H (-1.3831, 4.7006, 4.1134)
C (0.5640, 0.7553, 0.9351)
N (3.6811, -0.8873, 3.2864)
C (1.7852, 1.2327, 4.4085)
C (-0.3286, -3.6467, 0.7143)
H (-0.2782, 2.8926, -4.4681)
C (-1.0245, -4.7712, -2.8497)
N (2.9750, -0.7922, -2.0295)
C (-1.2602, 3.2928, 0.9998)
O (0.4377, -2.8615, 1.3112)
C (2.8507, -1.5629, 2.4927)
C (-0.1550, -3.9438, -3.4956)
N (4.7786, -0.5495, 2.5705)
I (-1.3581, -4.4124, 3.4396)
H (-1.5335, -0.8787, -2.2721)
H (-2.4207, 0.6235, -2.4148)
C (-1.5399, 0.0875, -2.7850)
N (-0.3297, 0.8617, -2.4574)
C (6.1014, -0.9856, -3.5927)
N (0.4796, -2.9121, -1.4501)
H (4.4760, -0.8086, 5.1903)
H (5.1912, 1.6779, 4.9761)
H (1.4137, 1.6574, -3.2529)
H (-3.6830, -2.4201, 1.2232)
H (-0.9987, -0.8595, -4.6581)
C (-2.0192, -5.5307, -0.6906)

The maximum force is 0.88 eV/Å. The value obtained for the highest occupied orbital energy is -1.77 eV. As for the net charge: -2. The calculation puts the gap between HOMO and LUMO at 5.42 eV.


(10)
DFT (ωB97M-V/def2-TZVPD) results for one molecule with the formula C4H7NO2.

Cartesian coordinates (Å):
H (-2.1141, -2.3380, -0.1358)
C (0.0329, -0.3137, 0.1563)
H (1.1078, -2.1310, 0.6010)
H (1.2437, 1.5002, 0.2924)
C (0.2851, 1.1393, -0.0844)
H (2.0383, -0.6303, 0.8939)
C (1.0476, -1.0919, 0.9307)
H (0.6887, -1.0832, 1.9640)
H (0.1522, 2.6953, -1.6567)
N (-1.0919, -0.7854, -0.2156)
O (-1.2144, -2.1224, 0.1356)
H (-1.0319, 1.2758, -1.8220)
O (-0.7918, 2.0376, 0.1355)
C (-0.3520, 1.8476, -1.1949)

The maximum force is 0.60 eV/Å. The value obtained for the highest occupied orbital energy is -9.45 eV. As for the structure (SMILES): C/C(=N\O)[C@H]1CO1. The calculation puts the gap between HOMO and LUMO at 10.42 eV.


(11)
DFT (ωB97M-V/def2-TZVPD) results for C5H12N2O as an isolated structure at a distorted geometry.

Cartesian coordinates (Å):
N (0.9766, 0.2119, -1.5542)
H (0.5324, -2.3707, -0.2654)
H (1.5360, 2.0083, 0.4603)
N (0.5815, 1.8080, 0.1754)
H (1.4072, -2.5560, 1.2750)
H (-2.5029, 1.4425, -0.3786)
H (2.1969, -1.7974, -0.1383)
C (-1.1187, -0.1695, -0.1377)
C (0.7550, -0.5544, 0.8213)
H (0.4903, -0.6011, -1.9472)
C (-2.1143, 0.8288, 0.4381)
C (0.4473, 0.4356, -0.2340)
O (-1.4365, -0.9583, -1.0600)
H (-2.9353, 0.2672, 0.8853)
H (0.7037, 0.9832, -2.1562)
H (-0.6015, -0.8183, 1.0740)
H (0.3756, 2.4044, -0.6214)
H (-1.6940, 1.4797, 1.2024)
H (1.1436, -0.1392, 1.7480)
C (1.2572, -1.9047, 0.4130)

The maximum force is 5.11 eV/Å. The value obtained for the highest occupied orbital energy is -8.16 eV. The calculation puts the gap between HOMO and LUMO at 8.77 eV.


(12)
DFT (ωB97M-V/def2-TZVPD) results for C11H27BBiF4N2PS5Sb as an isolated structure.

Cartesian coordinates (Å):
S (2.9431, -0.6332, -2.2365)
C (0.4520, 4.2907, 1.0889)
H (-0.0732, 2.2652, 1.7034)
H (-0.3679, 2.6051, 0.0300)
H (1.7528, 2.0091, -2.6329)
S (2.7640, -1.6052, 1.1434)
H (-1.4335, -2.3830, 2.5399)
C (-1.9151, -3.2303, -0.3216)
C (2.9741, 1.8178, 1.8136)
Bi (1.1249, -0.6635, -0.5047)
H (2.4603, 1.2326, 2.5798)
N (-2.7669, -3.0981, -1.3931)
C (-2.2083, -2.7294, -2.6830)
C (3.5019, 3.1386, 2.3759)
H (-1.5885, -1.8433, -2.5777)
S (-0.2620, -3.4873, -0.5080)
H (0.8566, 4.8110, 0.2186)
H (-0.5436, 4.6971, 1.2755)
N (-2.5010, -3.0946, 0.8819)
S (5.3723, -3.4063, -1.0893)
H (4.3062, 2.9252, 3.0822)
H (3.9222, 3.7743, 1.5959)
C (-3.7887, -2.4339, 1.0544)
H (-3.0429, -2.4845, -3.3417)
H (-1.6198, -3.5404, -3.1226)
H (-0.9146, -3.9623, 1.9321)
H (0.8445, 3.3627, -1.9605)
H (2.3297, 3.6572, -2.8711)
H (3.6482, 2.3995, -1.0633)
F (-1.5268, 0.1344, 0.5668)
H (-4.5796, -3.1429, 1.3152)
Sb (4.5448, -1.4026, -0.5465)
C (-1.7774, -3.3319, 2.1187)
H (-2.4469, -3.8171, 2.8322)
H (2.7381, 3.7046, 2.9068)
C (-3.8909, -4.0192, -1.4881)
H (-4.7595, -3.5208, -1.9225)
C (0.3421, 2.7868, 0.8380)
H (-4.1633, -4.4012, -0.5087)
B (-2.2047, 0.7143, -0.5498)
F (-1.2318, 0.9046, -1.5807)
F (-3.1981, -0.1666, -0.9909)
P (1.8600, 1.8810, 0.3839)
F (-2.7393, 1.9505, -0.1802)
H (1.0779, 4.5329, 1.9449)
S (5.8762, 0.3427, -0.0138)
C (2.6839, 2.8831, -0.8805)
H (-3.6257, -4.8732, -2.1223)
C (1.8503, 2.9854, -2.1579)
H (2.8793, 3.8723, -0.4597)
H (-3.6938, -1.7102, 1.8640)
H (-4.0546, -1.8996, 0.1473)
H (3.8132, 1.2021, 1.4744)

The maximum force is 0.55 eV/Å. The value obtained for the highest occupied orbital energy is -5.14 eV. As for the net charge: -1. The calculation puts the gap between HOMO and LUMO at 7.54 eV.